Molecular formula: C7H9N4Se
Method: DFT, the ωB97M-V functional and the def2-TZVPD basis

Last column: natural (NBO) charge in e.
Atoms and positions in Å:
C: 1.2377 -3.0793 -0.5483  0.24
C: -1.4587 -0.3143 -0.5426  -0.39
C: 0.3980 -2.0164 -0.0992  -0.35
C: -0.6366 -1.5579 -0.9057  0.34
C: 0.7575 -1.5748 1.2275  0.51
C: -1.2288 0.5009 0.4529  0.12
C: -1.0966 3.3261 -0.5148  -0.72
N: 1.9630 -3.8105 -1.0084  -0.26
N: 0.3447 -0.4441 1.7008  -0.63
N: -0.8861 -2.0363 -2.1027  -0.73
N: 1.5636 -2.3803 2.0497  -0.82
Se: -1.3342 2.2389 1.1861  0.53
H: -2.3934 -0.0627 -1.0201  0.29
H: -2.0527 3.8112 -0.7552  0.26
H: -0.3982 4.1448 -0.1260  0.25
H: -0.5209 2.6391 -1.1082  0.24
H: 0.5171 -0.1758 2.6313  0.39
H: -1.5810 -1.7391 -2.8286  0.44
H: -0.2442 -2.7768 -2.4415  0.43
H: 2.0787 -3.2799 2.0701  0.46
H: 1.5837 -2.0264 3.0329  0.40

Values from the calculation:
Energy in hartree: -2892.22390
HOMO energy in eV: -12.61
ΔE to the lowest compared entry with this formula, charge and spin in eV: 3.065
2S+1: 1
Total charge: +1


Molecular formula: C7H9N5O
Method: DFT, the ωB97M-V functional and the def2-TZVPD basis

Last column: natural (NBO) charge in e.
Atoms and positions in Å:
N: 1.2099 2.2556 -0.1868  -0.84
C: 1.6659 0.9036 -0.0358  0.41
N: 2.8763 0.6787 0.3215  -0.53
C: 3.4845 -0.5407 0.4350  0.25
N: 2.8130 -1.6469 0.2553  -0.43
C: 1.5371 -1.4866 0.0315  0.28
N: 0.6674 -2.5643 -0.2188  -0.44
C: -0.4580 -1.9215 -0.5364  0.25
N: -0.4266 -0.5218 -0.5320  -0.39
C: -1.6158 0.4085 -0.8932  -0.24
C: -2.5783 0.4846 0.3515  -0.09
O: -2.8372 -0.7822 1.2029  -0.72
C: 0.9237 -0.3050 -0.1731  0.00
H: 0.4259 2.7117 0.2656  0.39
H: 1.9800 2.8184 0.3549  0.39
H: 4.5728 -0.5550 0.9771  0.20
H: -1.5086 -2.3941 -0.8565  0.20
H: -2.1047 -0.1918 -1.7338  0.21
H: -1.1870 1.4075 -1.2937  0.25
H: -1.9001 1.2649 1.0346  0.17
H: -3.5457 1.0412 0.0854  0.20
H: -3.9945 -1.0651 1.1447  0.48

Values from the calculation:
Energy in hartree: -621.05296
HOMO energy in eV: -8.83
ΔE to the lowest compared entry with this formula, charge and spin in eV: 3.991
2S+1: 1


Molecular formula: C7H9N7OS
Method: DFT, the ωB97M-V functional and the def2-TZVPD basis

Last column: natural (NBO) charge in e.
Atoms and positions in Å:
N: -0.1170 0.1696 -2.5889  -0.66
N: -0.6179 -1.1687 -2.2713  -0.52
C: -0.0245 -2.0971 -1.3030  0.67
O: -0.5140 -3.1056 -1.3673  -0.56
C: 1.1401 -1.6839 -0.3978  -0.61
S: 0.7770 -1.6852 1.4474  0.29
C: 0.6310 0.0822 1.7495  0.32
N: -0.5543 0.5814 1.8155  -0.47
C: -0.6975 1.9017 2.0519  0.35
N: -1.9886 2.3207 1.8478  -0.82
C: 0.2908 2.7370 2.3763  -0.34
C: 1.6416 2.2340 2.2837  0.36
N: 2.8719 2.8190 2.2108  -0.51
C: 3.7455 1.7298 1.9711  0.18
N: 3.1368 0.5203 1.8590  -0.30
N: 1.7898 0.9132 2.0183  -0.24
H: 0.5331 0.4881 -1.8846  0.35
H: -0.8067 0.8624 -2.6384  0.35
H: -1.4459 -1.5828 -2.5285  0.40
H: 1.4861 -0.6859 -0.7808  0.23
H: 1.9590 -2.3690 -0.6684  0.26
H: -2.5521 1.6230 1.3443  0.41
H: -2.4106 3.0177 2.4813  0.41
H: 0.1648 3.8075 2.3967  0.24
H: 4.7910 1.7999 1.8047  0.21

Values from the calculation:
Energy in hartree: -1128.77460
HOMO energy in eV: -8.52
2S+1: 1


Molecular formula: C7H9NO
Method: DFT, the ωB97M-V functional and the def2-TZVPD basis

Last column: natural (NBO) charge in e.
Atoms and positions in Å:
C: -0.4557 0.0420 1.0913  -0.41
C: 1.7212 -1.2635 -0.1444  -0.74
C: -1.9426 0.1486 0.9583  -0.66
C: 0.2816 -0.8672 -0.3860  0.59
O: -0.5050 -1.6001 -0.9164  -0.57
H: -0.1335 -0.7556 1.7613  0.21
H: 0.0787 0.9390 1.3876  0.21
H: 1.7662 -2.3407 0.0105  0.25
H: 2.2968 -1.0475 -1.0472  0.24
H: 2.1844 -0.6890 0.6518  0.23
H: -2.4149 0.1823 1.9442  0.23
H: -2.3494 -0.7172 0.4300  0.23
H: -2.2463 1.0358 0.4056  0.21
C: 1.3557 1.7512 -0.6196  0.23
C: 0.2566 1.0216 -1.0975  -0.24
C: -0.5946 1.1477 -2.0352  -0.01
N: 2.2527 2.3020 -0.1511  -0.27
H: -1.5520 0.7108 -2.2432  0.24

Values from the calculation:
Energy in hartree: -401.92696
HOMO energy (alpha / beta) in eV: -9.07 / -9.07
ΔE to the lowest compared entry with this formula, charge and spin in eV: 5.825
2S+1: 1


Molecular formula: C7H9NO
Method: DFT, the ωB97M-V functional and the def2-TZVPD basis

Last column: natural (NBO) charge in e.
Atoms and positions in Å:
C: -0.6271 -1.3479 0.1323  0.14
C: -1.6983 -0.3504 0.2271  -0.16
C: 0.0615 0.0667 -0.0019  -0.03
C: 1.6256 0.0175 0.1847  -0.19
C: 2.6862 0.7712 -0.1823  -0.34
C: -0.5447 0.7727 -1.1613  -0.21
C: -1.8117 0.3971 -1.1105  -0.20
H: -0.0649 -1.3197 2.0766  0.49
H: -0.5340 -2.2188 -0.7079  0.20
H: -2.6268 -0.5998 0.7558  0.20
H: -0.9845 1.5198 0.8647  0.37
H: 2.1925 -0.9760 0.6062  0.22
H: 2.6112 1.8766 -0.6737  0.16
H: 3.5946 0.7165 0.0582  0.17
H: 0.1398 1.5482 -1.7529  0.24
H: -2.7240 0.6981 -1.7057  0.24
N: -0.9253 0.4811 1.1348  -0.59
O: -0.3701 -2.0528 1.2557  -0.71

Values from the calculation:
Energy in hartree: -401.87819
HOMO energy in eV: -9.31
ΔE to the lowest compared entry with this formula, charge and spin in eV: 7.152
2S+1: 1


Molecular formula: C7H9NO
Method: DFT, the ωB97M-V functional and the def2-TZVPD basis

Last column: natural (NBO) charge in e.
Atoms and positions in Å:
C: 0.6068 1.5573 -0.0202  -0.17
C: -0.7020 1.5528 -0.2856  -0.23
C: -1.6893 0.5409 0.0159  0.00
O: -1.4740 -0.3392 1.1384  -0.48
C: -1.4113 -0.8932 -0.1511  0.09
C: -0.0333 -1.4261 -0.5415  -0.46
C: 0.9993 -0.9311 0.4031  -0.06
N: 2.2605 -0.2570 -0.0018  -0.58
C: 1.2340 0.4701 0.7518  -0.12
H: 1.2535 2.3945 -0.2278  0.21
H: -1.0606 2.4998 -0.6605  0.21
H: -2.7732 0.8584 -0.0109  0.20
H: -2.2166 -1.5846 -0.3612  0.18
H: 0.1959 -1.0855 -1.5542  0.22
H: -0.0297 -2.5096 -0.5515  0.23
H: 1.1465 -1.5947 1.2517  0.21
H: 2.2093 0.0512 -0.9739  0.34
H: 1.4842 0.6961 1.7796  0.21

Values from the calculation:
Energy in hartree: -402.02107
HOMO energy in eV: -9.19
ΔE to the lowest compared entry with this formula, charge and spin in eV: 3.264
2S+1: 1


Molecular formula: C7H9NO2
Method: DFT, the ωB97M-V functional and the def2-TZVPD basis

Last column: natural (NBO) charge in e.
Atoms and positions in Å:
C: 0.0693 1.5370 0.0437  0.10
C: 1.0741 1.1787 -0.8395  -0.19
C: 2.0401 0.3462 -0.3785  -0.24
C: 2.0101 0.0944 1.0209  -0.27
C: 1.0362 0.5784 1.8318  -0.03
C: -1.1849 -0.7006 -0.7278  0.84
C: -2.0076 -1.5698 0.2095  -0.75
H: -0.6595 2.2804 -0.3237  0.19
H: 0.9783 1.6719 -1.7974  0.22
H: 2.7889 -0.0349 -1.0343  0.21
H: 2.8280 -0.4821 1.4131  0.21
H: 0.9889 0.3211 2.9177  0.19
H: -1.2683 -0.0856 -2.4702  0.48
H: -1.7269 -1.4228 1.3035  0.26
H: -3.1182 -1.4604 0.0109  0.25
H: -1.9058 -2.6497 -0.0472  0.26
N: -0.0202 1.2691 1.3509  -0.46
O: -0.1889 -0.0672 -0.4528  -0.60
O: -1.7336 -0.8039 -2.0307  -0.68

Values from the calculation:
Energy in hartree: -477.18323
HOMO energy in eV: -7.33
ΔE to the lowest compared entry with this formula, charge and spin in eV: 5.678
2S+1: 1


Molecular formula: C7H9NO2
Method: DFT, the ωB97M-V functional and the def2-TZVPD basis

Last column: Mulliken spin population.
Atoms and positions in Å:
C: -1.7407 -0.6241 -1.1753  0.59
C: -1.1277 0.5208 0.5383  0.35
C: 0.1597 0.5475 -0.3781  0.05
C: -1.2470 1.1745 1.6581  0.82
C: -0.3731 -0.2909 -1.5780  -0.02
C: 1.5254 -0.0049 0.1866  0.00
C: 1.4201 -1.3027 0.8797  0.01
N: -2.1429 -0.1281 -0.0914  0.05
O: 0.3454 1.8883 -0.7345  0.03
O: 2.5340 0.6131 -0.0369  0.00
H: -2.4642 -1.1807 -1.7651  0.03
H: -2.0039 1.0992 2.4267  -0.01
H: -0.2928 1.5248 2.0776  0.04
H: 0.2539 -1.1845 -1.8428  0.02
H: -0.3575 0.4430 -2.5420  0.04
H: 0.6102 -1.4121 1.5547  0.00
H: 2.1800 -1.4402 1.6353  0.00
H: 1.4386 -2.1236 0.2338  0.00
H: 1.2826 1.8807 -1.0467  0.00

Values from the calculation:
Energy in hartree: -477.17179
HOMO energy (alpha / beta) in eV: -5.70 / -10.03
ΔE to the lowest compared entry with this formula, charge and spin in eV: 2.265
2S+1: 3